Entry 1:
# C5H8O

A cluster of 2 separate species, C5H8O in total at a distorted geometry (the ωB97M-V functional and the def2-TZVPD basis, the OMol25 dataset).

The calculation puts the energy relative to the best compared isomer or geometry (same formula, charge and spin) at 644.8 kJ/mol. The max |F| is 0.0426 Eh/bohr. The frontier orbital gap (spin up / spin down) is 8.054 / 8.946 eV. The value obtained for the total energy is -270.3123 Eh.

Each line ends with the natural charge from an NBO analysis.
CARTESIAN COORDINATES (ANGSTROEM)
C  -3.0201  0.5886  -0.2524  -0.505
C  -0.0246  -0.2710  0.1660  -0.298
C  -2.4820  -0.3931  0.4181  -0.050
C  1.2269  0.2459  0.1023  0.215
C  2.5033  -0.5747  -0.2193  -0.671
O  1.5718  1.5484  0.3656  -0.707
H  -4.1562  0.8555  -0.2676  0.218
H  -2.3824  0.9579  -1.0352  0.236
H  -0.2375  -1.2630  -0.2478  0.176
H  -2.5525  -1.2353  1.0894  0.207
H  2.4370  -1.7069  -0.0681  0.227
H  3.3637  -0.1572  0.3870  0.234
H  2.8301  -0.6657  -1.2887  0.228
H  0.9225  2.0704  0.8508  0.490

Forces on atoms 1 to 6 (eV/Å):
-2.07 -0.67 -0.25
0.05 -1.21 -0.87
1.96 0.83 0.09
-1.23 -0.51 0.08
0.62 -1.28 -0.23
0.64 -0.01 0.12

---

Entry 2:
# C5H8O

A structure of composition C5H8O at a distorted geometry (the ωB97M-V functional and the def2-TZVPD basis, the OMol25 dataset).

The calculation puts the energy relative to the best compared isomer or geometry (same formula, charge and spin) at 450.8 kJ/mol. The max |F| is 0.0421 Eh/bohr. The frontier orbital gap is 8.624 eV. The value obtained for the total energy is -270.3862 Eh.

Each line ends with the natural charge from an NBO analysis.
CARTESIAN COORDINATES (ANGSTROEM)
O  -0.4017  1.6041  -0.3799  -0.721
C  -0.8056  0.5994  0.5861  0.025
C  -1.1200  -0.7031  -0.1941  -0.389
C  0.3865  -1.0785  -0.0449  -0.287
C  1.1263  -0.0732  -0.8030  -0.321
C  0.4373  -0.0676  1.0556  -0.241
H  0.3635  2.0403  0.0273  0.471
H  -1.5492  1.0699  1.2415  0.200
H  -1.4964  -0.5321  -1.2053  0.206
H  -1.7611  -1.4107  0.3415  0.216
H  0.7484  -2.0964  -0.0245  0.202
H  0.7661  0.2515  -1.8005  0.218
H  2.1597  0.1726  -0.6306  0.199
H  1.1460  0.2238  1.8307  0.222

Forces on atoms 1 to 6 (eV/Å):
-1.48 1.46 0.60
-0.10 0.29 -0.48
-0.12 -0.03 -0.26
0.02 -0.72 -0.16
0.64 -0.49 0.45
1.03 1.07 -1.40

---

Entry 3:
# C5H8O

An isolated molecule of C5H8O at a distorted geometry (the ωB97M-V functional and the def2-TZVPD basis, the OMol25 dataset).

The calculation puts the energy relative to the best compared isomer or geometry (same formula, charge and spin) at 322.0 kJ/mol. The max |F| is 0.1060 Eh/bohr. The SMILES is C1=CCOCC1. The frontier orbital gap is 9.249 eV. The value obtained for the total energy is -270.4352 Eh.

Each line ends with the natural charge from an NBO analysis.
CARTESIAN COORDINATES (ANGSTROEM)
C  -0.8832  -1.0740  -0.2537  -0.080
C  -1.1037  0.3741  0.0756  -0.426
C  -0.1146  1.2182  0.7247  -0.215
C  1.0128  0.7623  0.2253  -0.188
C  1.3630  -0.6626  0.0371  -0.112
O  0.3047  -1.5401  0.3231  -0.507
H  -1.6880  -1.7217  0.1028  0.202
H  -0.8564  -1.1206  -1.3521  0.164
H  -1.2488  1.0693  -1.0115  0.167
H  -2.0079  0.6004  0.5884  0.203
H  -0.3355  2.2681  0.9189  0.211
H  1.6537  1.5403  -0.1593  0.200
H  2.1527  -0.8940  0.7602  0.213
H  1.7511  -0.8195  -0.9797  0.170

Forces on atoms 1 to 6 (eV/Å):
0.00 0.07 -0.44
-4.09 2.92 -2.10
0.96 -0.62 -1.16
2.37 1.96 0.69
0.12 -0.15 -0.29
0.32 -0.24 0.18

---

Entry 4:
# C5H8O

A cluster of 2 separate species, C5H8O in total (the ωB97M-V functional and the def2-TZVPD basis, the OMol25 dataset).

The calculation puts the energy relative to the best compared isomer or geometry (same formula, charge and spin) at 160.8 kJ/mol. The max |F| is 0.0094 Eh/bohr. The SMILES is O=C1CC=CC1.[H][H]. The frontier orbital gap is 10.699 eV. The value obtained for the total energy is -270.4967 Eh.

Each line ends with the natural charge from an NBO analysis.
CARTESIAN COORDINATES (ANGSTROEM)
O  -0.6299  2.3902  -0.5023  -0.523
C  -0.3489  1.2832  -0.1140  0.621
C  -1.3489  0.1783  0.2491  -0.566
C  -0.4606  -0.9325  0.7469  -0.183
C  0.8331  -0.6426  0.6277  -0.184
C  1.0694  0.7511  0.1158  -0.567
H  -2.0799  0.5430  0.9820  0.245
H  -1.9377  -0.0906  -0.6409  0.241
H  -0.8541  -1.8677  1.1357  0.215
H  0.1152  -1.1943  -2.0202  -0.006
H  0.7774  -1.3774  -1.7436  0.004
H  1.6544  -1.2867  0.9309  0.216
H  1.5667  1.3533  0.8851  0.244
H  1.6744  0.8489  -0.7973  0.243

Forces on atoms 1 to 6 (eV/Å):
0.10 -0.46 0.13
-0.07 0.28 -0.07
0.01 0.02 -0.01
0.00 -0.01 0.05
-0.03 0.08 0.34
-0.02 0.06 0.12

---

Entry 5:
# C5H8O

An isolated molecule of C5H8O (the ωB97M-V functional and the def2-TZVPD basis, the OMol25 dataset).

The calculation puts the energy relative to the best compared isomer or geometry (same formula, charge and spin) at 218.1 kJ/mol. The max |F| is 0.0115 Eh/bohr. The SMILES is C1CC1[C@H]1CO1. The frontier orbital gap is 11.172 eV. The value obtained for the total energy is -270.4748 Eh.

Each line ends with the natural charge from an NBO analysis.
CARTESIAN COORDINATES (ANGSTROEM)
C  -0.0561  -0.3802  -1.7510  -0.410
C  0.6821  -1.3226  -0.8482  -0.417
C  0.3678  0.0668  -0.3703  -0.255
C  -0.6105  0.3262  0.7357  0.057
C  -0.2749  1.1046  1.9310  -0.110
O  -0.9908  1.6911  0.8556  -0.487
H  -1.1070  -0.5723  -1.9512  0.216
H  0.4820  0.0322  -2.6026  0.218
H  1.7172  -1.5614  -1.0742  0.218
H  0.1153  -2.1439  -0.4181  0.213
H  1.1924  0.7773  -0.3631  0.220
H  -1.3913  -0.4118  0.9273  0.180
H  -0.8855  0.9962  2.8291  0.181
H  0.7594  1.3980  2.1001  0.177

Forces on atoms 1 to 6 (eV/Å):
-0.13 0.08 -0.08
0.08 -0.19 0.11
0.09 0.11 0.17
0.08 -0.31 -0.06
0.22 -0.09 0.26
-0.16 0.15 -0.06

---

Entry 6:
# C5H8O

An isolated molecule of C5H8O at a distorted geometry (the ωB97M-V functional and the def2-TZVPD basis, the OMol25 dataset).

The calculation puts the energy relative to the best compared isomer or geometry (same formula, charge and spin) at 254.8 kJ/mol. The max |F| is 0.0982 Eh/bohr. The SMILES is C1CC2(C1)CO2. The frontier orbital gap is 11.138 eV. The value obtained for the total energy is -270.4609 Eh.

Each line ends with the natural charge from an NBO analysis.
CARTESIAN COORDINATES (ANGSTROEM)
C  1.7887  -0.4002  0.3548  -0.106
O  1.5913  0.9715  0.7076  -0.484
C  0.4934  0.2516  0.2040  0.206
C  -0.7738  -0.0527  0.9770  -0.417
C  -1.3624  -0.2676  -0.5878  -0.398
C  -0.2297  0.5517  -1.1043  -0.447
H  1.9648  -1.0762  1.1930  0.180
H  2.4162  -0.5713  -0.5213  0.178
H  -1.1552  0.8412  1.4965  0.210
H  -0.7485  -0.8893  1.6837  0.207
H  -2.3756  0.1559  -0.3290  0.225
H  -1.3873  -1.3143  -0.8494  0.214
H  -0.4568  1.6148  -1.2067  0.222
H  0.2349  0.1849  -2.0181  0.212

Forces on atoms 1 to 6 (eV/Å):
0.19 -0.25 -0.02
0.25 0.15 0.06
0.32 0.32 0.12
0.61 -0.63 -1.39
-2.58 0.50 4.31
0.84 0.39 -0.26

---

Entry 7:
# C5H8O

An isolated molecule of C5H8O (the ωB97M-V functional and the def2-TZVPD basis, the OMol25 dataset).

The calculation puts the energy relative to the best compared isomer or geometry (same formula, charge and spin) at 150.4 kJ/mol. The max |F| is 0.0072 Eh/bohr. The SMILES is C=CC/C=C/O. The frontier orbital gap is 9.707 eV. The value obtained for the total energy is -270.5006 Eh.

Each line ends with the natural charge from an NBO analysis.
CARTESIAN COORDINATES (ANGSTROEM)
C  -2.1387  0.0424  -0.5080  -0.395
C  -1.1695  0.9478  -0.5970  -0.167
C  -0.0231  1.0386  0.3894  -0.464
C  1.0747  0.0765  0.0111  -0.304
C  1.3246  -1.0350  0.6978  0.151
O  2.2072  -2.0152  0.3674  -0.675
H  -2.1715  -0.6664  0.3173  0.189
H  -2.9209  -0.0479  -1.2559  0.200
H  2.5605  -1.8269  -0.5119  0.474
H  -1.1447  1.6281  -1.4481  0.195
H  -0.3864  0.7941  1.3963  0.214
H  0.3575  2.0676  0.4300  0.214
H  1.6151  0.2680  -0.9181  0.192
H  0.8153  -1.2719  1.6296  0.175

Forces on atoms 1 to 6 (eV/Å):
0.11 0.14 -0.02
-0.17 -0.17 -0.02
-0.03 -0.01 0.09
0.06 -0.15 0.04
-0.22 0.28 0.09
0.14 0.00 -0.19

---

Entry 8:
# C5H8O

An isolated molecule of C5H8O (the ωB97M-V functional and the def2-TZVPD basis, the OMol25 dataset).

The calculation puts the energy relative to the best compared isomer or geometry (same formula, charge and spin) at 290.5 kJ/mol. The max |F| is 0.0155 Eh/bohr. The SMILES is CC#CCOC. The frontier orbital gap is 10.533 eV. The value obtained for the total energy is -270.4472 Eh.

Each line ends with the natural charge from an NBO analysis.
CARTESIAN COORDINATES (ANGSTROEM)
C  -2.5406  0.0108  0.4514  -0.257
O  -1.8841  -1.1112  -0.0807  -0.519
C  -0.6511  -0.7644  -0.6335  -0.123
C  0.3764  -0.2124  0.2668  -0.086
C  1.4720  0.2481  0.4761  0.031
C  2.8562  0.5953  0.1785  -0.683
H  -2.7426  0.7638  -0.3274  0.162
H  -3.4858  -0.3422  0.8649  0.195
H  -1.9407  0.4837  1.2433  0.178
H  -0.2304  -1.6708  -1.0813  0.214
H  -0.7776  -0.0226  -1.4422  0.181
H  3.2471  1.5457  0.5426  0.233
H  3.5487  -0.2114  0.4467  0.234
H  2.7526  0.6875  -0.9052  0.240

Forces on atoms 1 to 6 (eV/Å):
-0.23 0.22 0.17
-0.06 -0.10 0.07
0.08 -0.06 -0.21
0.59 0.26 -0.03
-0.56 -0.37 -0.10
0.09 0.10 -0.06

---

Entry 9:
# C5H8O2

A structure of composition C5H8O2 at a distorted geometry (the ωB97M-V functional and the def2-TZVPD basis, the OMol25 dataset).

The calculation puts the energy relative to the best compared isomer or geometry (same formula, charge and spin) at 155.5 kJ/mol. The max |F| is 0.0214 Eh/bohr. The frontier orbital gap is 10.663 eV. The value obtained for the total energy is -345.7457 Eh.

Each line ends with the natural charge from an NBO analysis.
CARTESIAN COORDINATES (ANGSTROEM)
C  1.0970  1.2798  0.1335  -0.622
C  0.1331  0.3196  -0.5463  0.166
O  -0.0824  0.6731  -1.8695  -0.701
C  0.3156  -1.1981  -0.1387  -0.394
C  -0.7135  -0.9264  1.1376  -0.486
C  -1.1932  0.0167  0.1117  0.533
O  -2.2329  -0.0331  -0.5193  -0.582
H  1.9788  1.4487  -0.4931  0.231
H  0.5979  2.2424  0.2688  0.223
H  1.4370  0.9155  1.1092  0.206
H  -1.0565  0.6018  -1.9538  0.494
H  -0.0185  -1.8113  -0.9869  0.239
H  1.2991  -1.5044  0.2135  0.226
H  -1.5087  -1.5064  1.6296  0.242
H  -0.0527  -0.5180  1.9037  0.226

Forces on atoms 1 to 6 (eV/Å):
-0.03 0.05 0.05
-0.13 0.19 0.31
0.00 -0.21 -0.08
-0.02 -0.34 0.43
0.29 -0.15 -0.24
-0.51 0.32 -0.16

---

Entry 10:
# C5H8O2

An isolated molecule of C5H8O2 at a distorted geometry (the ωB97M-V functional and the def2-TZVPD basis, the OMol25 dataset).

The calculation puts the energy relative to the best compared isomer or geometry (same formula, charge and spin) at 114.8 kJ/mol. The max |F| is 0.0200 Eh/bohr. The SMILES is O[C@@H]1C=CC[C@@H]1O. The frontier orbital gap is 10.735 eV. The value obtained for the total energy is -345.7612 Eh.

Each line ends with the natural charge from an NBO analysis.
CARTESIAN COORDINATES (ANGSTROEM)
O  -0.6193  0.4268  -1.9932  -0.705
C  -0.7021  0.5232  -0.6171  0.080
C  -1.1658  -0.7419  0.1356  -0.477
C  -0.1291  -0.9376  1.1871  -0.147
C  0.7297  0.0761  1.2289  -0.253
C  0.6393  0.9109  0.0105  0.025
O  1.7123  0.4762  -0.8122  -0.714
H  0.2789  0.1481  -2.2006  0.481
H  -1.4230  1.2974  -0.4488  0.175
H  -2.1355  -0.5958  0.6115  0.219
H  -1.3182  -1.5860  -0.5194  0.224
H  -0.1172  -1.8104  1.8147  0.212
H  1.5831  0.2259  1.8655  0.217
H  1.9169  -0.3879  -0.4529  0.475
H  0.7500  1.9750  0.1904  0.188

Forces on atoms 1 to 6 (eV/Å):
-0.14 -0.38 -0.95
-0.44 0.18 0.39
-0.17 -0.02 -0.09
0.12 0.11 0.17
0.07 -0.30 0.36
-0.17 0.18 0.27

---

Entry 11:
# C5H8O2

An isolated molecule of C5H8O2 at a distorted geometry (the ωB97M-V functional and the def2-TZVPD basis, the OMol25 dataset).

The calculation puts the energy relative to the best compared isomer or geometry (same formula, charge and spin) at 348.4 kJ/mol. The max |F| is 0.1042 Eh/bohr. The SMILES is C[C@@]1(O)C[C@H]2O[C@H]21. The frontier orbital gap is 10.504 eV. The value obtained for the total energy is -345.6723 Eh.

Each line ends with the natural charge from an NBO analysis.
CARTESIAN COORDINATES (ANGSTROEM)
C  -1.3556  -0.8461  -0.3491  -0.606
C  -0.0723  -0.4379  0.2362  0.187
O  0.3092  -1.2054  1.3361  -0.706
C  1.1931  -0.2382  -0.6588  -0.430
C  1.2246  1.2417  -0.3025  0.058
O  -0.0482  1.7809  -0.7380  -0.496
C  0.0175  1.0946  0.4846  0.032
H  -1.6191  -0.3822  -1.2914  0.233
H  -1.5407  -1.9157  -0.3679  0.228
H  -2.1995  -0.3401  0.4731  0.172
H  -0.1530  -0.8906  2.1255  0.471
H  2.0310  -0.8100  -0.2575  0.233
H  1.0461  -0.4466  -1.7192  0.217
H  2.0505  1.9283  -0.2151  0.211
H  -0.8837  1.4672  1.2438  0.198

Forces on atoms 1 to 6 (eV/Å):
-3.46 1.23 2.34
1.39 1.29 -1.08
0.00 -0.03 0.83
0.30 -0.45 -0.38
0.26 0.42 0.12
0.53 -0.45 -0.71

---

Entry 12:
# C5H8O2

An isolated molecule of C5H8O2 (the ωB97M-V functional and the def2-TZVPD basis, the OMol25 dataset).

The calculation puts the energy relative to the best compared isomer or geometry (same formula, charge and spin) at 107.6 kJ/mol. The max |F| is 0.0092 Eh/bohr. The SMILES is C/C(O)=C\CC=O. The frontier orbital gap is 9.569 eV. The value obtained for the total energy is -345.7640 Eh.

Each line ends with the natural charge from an NBO analysis.
CARTESIAN COORDINATES (ANGSTROEM)
C  1.4862  0.5640  -0.6933  -0.672
C  0.9119  0.2376  0.6517  0.346
O  1.9137  0.0968  1.5660  -0.675
C  -0.3813  0.0899  0.9654  -0.324
C  -1.5434  0.1378  -0.0045  -0.538
C  -1.4219  -0.9855  -1.0150  0.454
O  -2.0694  -2.0031  -0.9887  -0.519
H  2.2610  1.3280  -0.5798  0.235
H  1.9576  -0.3235  -1.1308  0.232
H  0.7248  0.9332  -1.3839  0.216
H  1.5272  -0.1879  2.4060  0.480
H  -0.6363  -0.1422  1.9993  0.204
H  -0.6481  -0.8292  -1.7976  0.100
H  -2.4791  -0.0156  0.5385  0.237
H  -1.6030  1.0998  -0.5333  0.223

Forces on atoms 1 to 6 (eV/Å):
-0.04 0.04 -0.03
-0.33 0.02 -0.19
-0.08 -0.07 0.27
0.25 -0.01 -0.01
-0.10 -0.03 -0.04
-0.13 -0.22 0.02